Entry 1:
86
Properties=species:S:1:pos:R:3 method="wB97M-V/def2-TZVPD" spin_multiplicity=1 gap_ha=0.252 max_force_ha_per_bohr=0.044 charge=+1 lumo_ev=-3.395 homo_energy_ev=-10.25
Ca -3.042 -2.654 -1.926
C -0.760 0.126 0.401
C -1.540 -0.844 -0.420
O -1.493 -2.092 -0.161
O -2.234 -0.466 -1.414
H -0.352 0.939 -0.203
H 0.033 -0.375 0.947
H -1.431 0.693 1.052
C -0.982 -1.654 3.439
O -0.745 -2.703 2.521
H -0.188 -0.902 3.416
H -1.962 -1.180 3.282
H -1.032 -2.073 4.444
H -0.832 -2.339 1.629
C 6.506 -2.032 -4.470
O 6.272 -1.027 -3.508
C 6.680 -1.404 -2.215
C 6.537 -0.230 -1.281
N 5.168 -0.127 -0.744
C 4.182 0.336 -1.734
C 2.982 0.906 -1.002
O 3.303 2.218 -0.582
C 2.186 2.852 -0.036
H 6.041 -1.671 -5.385
H 6.000 -2.965 -4.184
H 7.570 -2.233 -4.614
H 7.717 -1.771 -2.201
H 6.070 -2.249 -1.860
H 6.806 0.680 -1.828
H 7.157 -0.427 -0.406
H 5.172 0.564 -0.001
H 3.859 -0.535 -2.304
H 4.571 1.114 -2.399
H 2.733 0.307 -0.118
H 2.120 0.942 -1.685
H 2.362 3.806 0.453
H 1.657 2.158 0.636
H 1.430 3.059 -0.818
C 3.235 0.613 2.752
O 1.982 1.022 3.217
C 2.063 2.267 3.923
C 0.673 2.875 3.909
N 0.495 3.735 2.728
C -0.824 4.372 2.720
C -1.764 3.560 1.840
O -1.293 3.533 0.498
C -1.494 4.705 -0.224
H 3.224 -0.381 2.309
H 3.985 0.547 3.560
H 3.648 1.339 2.036
H 2.747 2.931 3.389
H 2.367 2.023 4.944
H 0.499 3.454 4.816
H -0.039 2.035 3.885
H 0.549 3.099 1.941
H -0.756 5.388 2.329
H -1.213 4.446 3.736
H -2.775 3.992 1.825
H -1.813 2.538 2.214
H -0.752 4.737 -1.023
H -1.438 5.635 0.347
H -2.476 4.734 -0.724
C -2.566 -5.192 0.695
O -3.524 -4.394 -0.016
C -4.578 -3.866 0.793
C -5.616 -3.244 -0.128
N -5.050 -2.082 -0.880
C -5.968 -1.789 -2.029
C -5.284 -0.776 -2.939
O -4.098 -1.315 -3.490
C -3.349 -0.439 -4.317
H -1.570 -4.797 0.500
H -2.624 -6.215 0.325
H -2.755 -5.160 1.765
H -4.256 -3.141 1.543
H -5.073 -4.742 1.226
H -6.457 -2.903 0.486
H -6.028 -3.998 -0.799
H -5.108 -1.268 -0.276
H -6.852 -1.258 -1.675
H -6.169 -2.624 -2.698
H -5.065 0.177 -2.429
H -5.943 -0.387 -3.730
H -2.396 -0.870 -4.615
H -3.099 0.483 -3.780
H -3.918 -0.151 -5.204

Entry 2:
85
Properties=species:S:1:pos:R:3 method="wB97M-V/def2-TZVPD" spin_multiplicity=1 gap_ha=0.216 max_force_ha_per_bohr=0.171 charge=-1 lumo_ev=1.964 homo_energy_ev=-3.90
C 2.705 2.712 1.468
C 4.084 2.666 0.576
O 4.100 3.452 -0.533
O 5.299 1.896 0.883
C 4.998 0.548 1.391
C 4.422 -0.493 0.227
C 2.823 -0.775 0.477
C 2.291 -2.241 -0.025
C 2.296 -3.416 1.116
C 1.724 -2.971 2.585
C 0.336 -2.103 2.564
C -0.817 -2.650 1.536
C -1.684 -1.299 1.066
P -0.789 -0.046 -0.096
O -1.525 1.531 -0.049
I -1.075 -0.822 -2.441
C -2.261 -0.650 2.495
O -3.523 0.010 2.028
P -4.290 -1.187 0.966
C -4.506 0.321 -0.242
O -2.802 -1.765 0.229
H 1.841 3.047 0.714
H 2.704 3.518 2.326
H 2.393 1.641 1.845
H 6.037 0.096 1.763
H 4.319 0.608 2.342
H 4.499 0.122 -0.793
H 5.061 -1.476 0.203
H 2.597 -0.515 1.595
H 2.243 0.039 -0.177
H 1.230 -2.213 -0.552
H 3.045 -2.598 -0.878
H 3.343 -3.957 1.256
H 1.564 -4.271 0.718
H 2.554 -2.259 3.063
H 1.697 -3.922 3.292
H 0.582 -0.995 2.280
H -0.131 -2.109 3.662
H -0.419 -3.125 0.544
H -1.570 -3.355 2.126
H -1.154 2.109 0.680
H -1.533 0.199 2.857
H -2.637 -1.418 3.298
H -5.650 -0.891 1.388
H -4.917 -2.000 -0.050
H -4.283 -2.174 2.023
H -4.264 1.291 0.400
H -5.605 0.412 -0.640
H -3.755 0.227 -1.147
C -4.060 4.240 -0.737
C -4.128 5.011 0.565
O -4.363 4.119 1.645
H -4.993 3.694 -0.910
H -3.883 4.913 -1.580
H -3.257 3.496 -0.705
H -4.945 5.737 0.538
H -3.193 5.549 0.752
H -3.628 3.484 1.666
C -3.411 -5.818 -0.013
C -4.121 -5.002 -1.074
O -4.400 -3.701 -0.578
H -4.027 -5.894 0.890
H -3.193 -6.826 -0.377
H -2.472 -5.338 0.282
H -5.069 -5.474 -1.349
H -3.506 -4.911 -1.974
H -3.551 -3.288 -0.345
C -2.260 6.988 -4.096
C -2.328 7.759 -2.794
O -2.563 6.867 -1.714
H -3.193 6.441 -4.269
H -2.083 7.661 -4.939
H -1.457 6.244 -4.064
H -3.145 8.485 -2.822
H -1.393 8.297 -2.608
H -1.828 6.231 -1.693
C 8.105 -3.780 -2.353
C 7.465 -2.424 -2.135
O 6.432 -2.525 -1.167
H 7.359 -4.508 -2.688
H 8.901 -3.720 -3.100
H 8.527 -4.163 -1.418
H 7.026 -2.054 -3.066
H 8.202 -1.694 -1.788
H 6.834 -2.847 -0.342

Entry 3:
81
Properties=species:S:1:pos:R:3 method="wB97M-V/def2-TZVPD" spin_multiplicity=1 gap_ha=0.334 max_force_ha_per_bohr=0.065 lumo_ev=0.632 relative_energy_kcal_mol=59.8 homo_energy_ev=-8.45
C 13.431 14.524 14.131
C 12.885 15.699 13.213
C 12.892 17.072 13.917
C 13.898 15.800 12.070
C 13.489 16.459 10.761
C 12.207 15.860 10.356
C 11.089 15.925 11.466
C 10.641 17.396 11.751
C 9.914 15.171 10.940
N 11.587 15.172 12.720
O 10.559 15.233 13.672
H 13.486 13.607 13.515
H 14.443 14.690 14.523
H 12.748 14.268 14.889
H 12.069 17.092 14.681
H 13.836 17.258 14.490
H 12.768 17.931 13.273
H 14.636 16.376 12.490
H 14.162 14.804 11.743
H 13.319 17.473 11.068
H 14.293 16.419 9.944
H 12.398 14.751 10.201
H 11.712 16.340 9.509
H 11.448 18.115 11.567
H 10.296 17.404 12.806
H 9.772 17.594 11.122
H 9.045 15.100 11.580
H 10.244 14.142 10.756
H 9.396 15.633 10.106
H 10.444 14.255 13.808
C 13.349 7.336 7.742
C 12.277 7.505 6.602
C 12.990 8.234 5.413
C 11.659 6.198 6.167
C 10.452 6.408 5.322
C 9.299 7.194 6.077
C 9.775 8.554 6.562
C 9.695 9.623 5.455
C 8.966 9.072 7.741
N 11.159 8.362 7.187
O 11.642 9.633 7.620
H 12.839 6.994 8.656
H 13.897 8.256 7.993
H 14.113 6.518 7.630
H 13.607 9.109 5.681
H 12.245 8.446 4.650
H 13.822 7.562 5.082
H 12.438 5.622 5.597
H 11.361 5.664 7.110
H 9.972 5.441 5.163
H 10.698 6.844 4.330
H 9.147 6.484 6.974
H 8.361 7.219 5.528
H 8.739 10.100 5.548
H 10.461 10.385 5.704
H 9.982 9.117 4.512
H 8.919 8.316 8.516
H 9.552 9.921 8.126
H 7.960 9.203 7.377
H 12.115 10.026 6.873
C 13.112 11.747 10.278
O 13.757 10.896 9.303
H 13.613 12.728 10.359
H 12.091 11.897 10.047
H 13.199 11.242 11.273
H 13.034 10.325 8.996
C 14.600 15.798 4.748
O 13.442 15.741 5.545
H 14.637 15.189 3.842
H 14.671 16.822 4.392
H 15.529 15.652 5.280
H 12.780 15.191 5.135
C 14.110 11.917 5.572
O 13.338 11.700 6.767
H 14.643 12.847 5.556
H 14.724 11.020 5.418
H 13.396 11.977 4.770
H 13.901 11.392 7.499
O 11.766 13.750 6.652
H 12.371 12.994 6.787
H 11.819 14.331 7.469

Entry 4:
92
Properties=species:S:1:pos:R:3 method="wB97M-V/def2-TZVPD" spin_multiplicity=1 gap_ha=0.249 max_force_ha_per_bohr=0.077 charge=-1 lumo_ev=2.331 relative_energy_kcal_mol=0.0 homo_energy_ev=-4.45
N 0.484 -1.131 -0.236
H 0.630 -0.628 0.628
H 1.306 -1.388 -0.763
H -0.156 -0.514 -0.715
H 0.124 -1.997 0.138
C -2.828 1.347 -1.280
O -3.047 2.133 -0.140
O -2.162 0.146 -0.869
C -4.121 1.095 -2.123
F -3.749 1.026 -3.433
F -4.778 -0.016 -1.807
F -5.054 2.090 -1.944
C -3.048 3.580 -0.228
C -3.180 4.187 1.150
H -2.787 5.199 1.252
H -4.216 4.306 1.466
H -2.637 3.562 1.858
H -3.936 3.885 -0.782
H -2.165 3.955 -0.747
H -2.283 2.014 -1.949
C -0.478 -4.734 1.377
O -1.715 -5.174 1.925
O -0.765 -3.582 0.585
C 0.588 -4.427 2.522
F 1.442 -5.504 2.797
F 1.440 -3.480 2.199
F -0.009 -4.063 3.666
C -1.748 -6.555 2.381
C -3.045 -6.933 3.116
H -3.106 -6.498 4.113
H -3.869 -6.503 2.547
H -3.139 -8.018 3.142
H -0.848 -6.782 2.953
H -1.680 -7.255 1.548
H 0.052 -5.513 0.829
C -2.024 -0.179 2.580
O -1.287 0.897 1.948
H -1.853 -1.179 2.181
H -1.680 -0.309 3.606
H -3.077 0.104 2.575
H -1.726 1.157 1.134
C 3.258 1.328 1.750
C 2.803 0.210 2.806
C 2.831 0.768 4.250
O 2.354 -0.170 5.235
C 1.956 0.555 6.376
N 1.531 -0.238 2.353
H 2.566 2.150 1.934
H 3.132 0.915 0.749
H 4.339 1.457 1.716
H 3.390 -0.707 2.766
H 2.291 1.712 4.170
H 3.809 1.233 4.379
H 1.597 -0.058 7.203
H 1.129 1.255 6.252
H 2.850 1.122 6.634
H 0.873 0.371 2.818
H 1.385 -1.037 2.954
C 0.876 -2.628 -3.107
C 2.191 -1.738 -3.043
C 1.840 -0.234 -3.219
O 1.379 0.219 -4.557
C 1.969 -0.288 -5.738
N 2.763 -1.916 -1.677
H 0.567 -2.537 -4.148
H 0.168 -2.362 -2.322
H 1.135 -3.674 -2.940
H 2.858 -2.214 -3.761
H 2.780 0.268 -2.992
H 1.097 0.150 -2.520
H 1.692 -1.311 -5.992
H 3.046 -0.123 -5.779
H 1.483 0.409 -6.420
H 3.040 -2.856 -1.432
H 3.705 -1.552 -1.660
C 0.684 2.497 -0.928
C 1.137 3.248 -2.166
C -0.023 4.244 -2.753
O -1.147 3.598 -3.339
C -2.183 4.332 -3.953
N 2.367 3.815 -1.818
H -0.034 1.883 -1.473
H 0.209 3.213 -0.257
H 1.435 1.810 -0.538
H 1.328 2.604 -3.024
H 0.474 4.831 -3.525
H -0.223 5.031 -2.026
H -2.094 4.670 -4.985
H -2.463 5.098 -3.230
H -3.058 3.684 -4.012
H 2.166 4.761 -1.526
H 2.875 3.879 -2.688

Entry 5:
98
Properties=species:S:1:pos:R:3 method="wB97M-V/def2-TZVPD" spin_multiplicity=1 gap_ha=0.280 max_force_ha_per_bohr=0.088 lumo_ev=0.181 relative_energy_kcal_mol=92.0 homo_energy_ev=-7.45
Hg -0.114 0.190 0.507
C 2.985 1.151 -1.600
C 2.580 2.158 -0.545
C 2.778 3.602 -0.999
O 1.331 1.989 0.119
H 2.365 1.292 -2.485
H 2.954 0.093 -1.341
H 4.037 1.310 -1.837
H 3.426 2.019 0.128
H 2.212 4.307 -0.391
H 2.637 3.792 -2.063
H 3.780 3.991 -0.821
C -1.606 -4.078 0.414
C -2.046 -2.623 0.301
C -3.484 -2.382 0.784
O -1.154 -1.817 1.064
H -0.652 -4.390 -0.010
H -2.348 -4.659 -0.134
H -1.730 -4.440 1.435
H -2.060 -2.396 -0.766
H -3.671 -2.741 1.796
H -4.171 -2.942 0.149
H -3.687 -1.314 0.869
O -2.142 4.112 -1.026
S -1.745 2.831 -1.675
O -1.561 1.631 -0.856
O -3.021 2.532 -2.653
C -3.139 1.307 -3.344
C -4.007 0.415 -2.582
C -0.397 2.996 -2.970
H -2.161 0.833 -3.430
H -3.695 1.550 -4.249
H -3.619 0.271 -1.573
H -3.872 -0.605 -2.942
H -5.057 0.675 -2.449
H 0.044 3.989 -3.047
H -0.794 2.684 -3.936
H 0.457 2.409 -2.632
O -2.599 3.356 2.484
S -2.971 1.968 2.264
O -1.838 1.162 1.766
O -3.630 1.288 3.707
C -3.536 -0.157 3.743
C -3.898 -0.718 5.126
C -4.477 1.860 1.101
H -2.562 -0.567 3.478
H -4.300 -0.457 3.026
H -4.933 -0.443 5.330
H -3.268 -0.407 5.959
H -3.835 -1.806 5.107
H -4.332 2.361 0.144
H -5.259 2.403 1.632
H -4.769 0.812 1.031
O 2.236 -0.749 4.494
S 1.656 0.356 3.747
O 0.718 0.073 2.649
O 1.018 1.421 4.831
C 0.308 2.633 4.447
C -0.862 2.771 5.386
C 3.062 1.443 3.173
H -0.093 2.617 3.434
H 1.018 3.460 4.455
H -1.498 3.631 5.176
H -0.530 2.793 6.424
H -1.585 1.957 5.330
H 3.528 0.898 2.351
H 3.646 1.630 4.074
H 2.548 2.314 2.766
O -0.144 -0.393 -1.845
S 0.010 -1.146 -3.117
O -1.171 -1.705 -3.784
O 0.851 -0.235 -4.197
C 0.632 -0.458 -5.616
C 1.435 0.583 -6.405
C 1.207 -2.553 -2.920
H -0.418 -0.326 -5.879
H 0.825 -1.496 -5.888
H 1.062 0.809 -7.404
H 2.428 0.179 -6.601
H 1.612 1.550 -5.933
H 2.131 -2.056 -2.626
H 1.392 -3.032 -3.881
H 0.746 -3.119 -2.111
O 3.885 -1.082 1.546
S 2.825 -1.867 0.906
O 1.603 -1.261 0.387
O 3.553 -2.683 -0.433
C 4.968 -2.927 -0.276
C 5.496 -3.598 -1.488
C 2.337 -3.313 1.978
H 5.140 -3.467 0.655
H 5.450 -1.962 -0.117
H 6.577 -3.535 -1.363
H 5.139 -3.146 -2.414
H 5.167 -4.637 -1.467
H 1.851 -2.931 2.876
H 3.175 -3.972 2.202
H 1.621 -3.867 1.371